No. 1
Below is a molecular structure, C21H57As5F30N6O9 in a non-equilibrium geometry, with properties calculated with the ωB97M-V functional and the def2-TZVPD basis.

Output
- Kohn-Sham gap: 9.9 eV
- Lowest unoccupied orbital energy: -0.0006 Eh

Each line ends with the Mulliken charge.
Positions of all 128 atoms, in Å:
C: -4.2837 -1.5634 3.0932  -0.8571
H: -1.4609 6.5333 -1.9103  0.3907
C: -6.5034 1.4171 2.8809  -0.8964
C: 1.6495 4.4672 0.8474  -0.3331
H: -0.8134 5.5774 -0.8586  0.3638
H: -1.2304 -0.2703 -7.6003  0.3033
C: -2.3131 -0.7532 6.6616  0.5810
H: -0.3292 8.3151 -2.2627  0.4287
H: 2.7555 -5.1143 1.2303  0.1722
H: -3.3362 -1.1577 2.8112  -0.1085
F: -2.8611 4.0097 -5.8470  -0.4722
H: 1.1287 -3.6246 4.8741  0.3311
H: -0.5344 -2.8862 5.0749  0.2374
F: 3.0477 -4.3369 5.4626  -0.5252
F: 3.0708 -0.1237 -1.4858  -0.4537
F: 5.0547 -4.0051 2.5674  -0.5847
O: -5.1193 -0.2541 4.8625  -0.7825
H: 1.2949 8.6053 -1.7189  0.3900
O: -3.5831 -0.5951 7.0652  -0.5609
F: -1.2624 2.4762 -4.6964  -0.5971
O: 3.9381 -2.9317 -2.0127  -0.3807
C: 1.7882 -0.8581 4.7287  -0.6791
H: 6.2057 -4.5836 -0.7140  0.3766
F: -1.4218 5.8400 -5.4756  -0.4833
N: -0.5035 -0.8441 -0.2558  2.1031
H: -2.9688 0.7226 -0.2376  0.4999
C: -2.7907 -0.2134 -0.6922  -1.9155
F: -1.1702 0.1654 2.4547  -0.9082
C: -5.1848 -0.5121 3.6499  0.7064
C: 0.2926 -2.4516 3.2658  0.0860
H: 1.9708 -4.5692 -0.2770  0.0582
H: -4.0700 -2.3103 3.8208  0.3505
C: -0.7876 0.7890 -2.0299  -0.8173
H: 2.6722 4.7335 1.1495  0.3418
C: -0.2406 -0.4129 -7.1045  -1.0254
H: -1.4537 -1.1594 -1.9782  -1.8093
F: 0.5235 1.7547 3.1805  -0.4998
H: 1.1199 -0.9495 5.5748  0.0482
F: -1.9744 -5.3468 -1.6925  -0.4683
H: -0.2378 -4.3637 4.1098  0.3381
H: -0.0381 0.4133 -6.3828  0.1990
F: -0.2254 3.8740 -6.4723  -0.5013
O: 1.0424 5.5104 0.1020  -0.3965
F: -0.7043 -3.6684 -0.6507  -0.5738
H: 2.4805 6.5598 -1.0432  0.2920
N: -5.8518 0.1535 2.7489  -0.1602
H: 2.1667 4.8896 -1.4830  0.3414
F: 2.2486 -1.4152 0.4696  -0.8608
H: 3.2734 -5.6669 -0.4252  0.3578
F: 3.9618 1.6034 -0.0762  -0.4766
C: 0.1847 -3.4079 4.4409  -1.3402
H: 0.7246 1.9582 -4.0164  0.1043
H: -0.6415 -0.3862 7.3172  0.3842
F: -0.7754 2.1195 1.0977  -0.4424
H: -2.9554 -0.9753 0.1117  0.3816
H: -0.9797 -2.6667 -4.6047  0.3417
F: 5.3617 -4.9187 4.7825  -0.4775
As: -1.3043 4.1837 -5.0969  2.0825
H: -5.7886 2.2439 3.2310  0.2270
H: 2.5222 -1.5945 4.7677  0.3717
N: -0.7268 5.8644 -1.8043  -0.0398
C: -1.3794 -0.3170 -1.2765  2.5763
H: -7.3011 1.2865 3.5597  0.3382
F: 0.1515 4.5438 -4.1421  -0.5116
F: 2.6666 -3.4968 2.9767  -0.5359
H: -5.6996 -0.2285 1.8232  0.2232
As: 4.0167 -4.2064 3.9624  2.0863
H: -0.9697 5.1453 -2.5059  0.0797
F: 4.4219 -2.6765 4.5098  -0.4267
O: 0.0645 0.1938 -3.0483  -0.1513
H: 6.4180 -3.4717 -1.9411  0.4055
H: -3.5716 -0.3563 -1.4472  0.3686
N: 3.8301 -3.6622 0.2418  0.7425
C: 6.0377 -3.5006 -0.9410  -1.2981
F: -2.3367 -3.0408 -2.3215  -0.4744
N: -1.0118 -1.6705 -4.9675  0.9300
H: -3.0602 -1.7007 -5.4817  0.4956
F: -2.0956 4.4821 -3.5264  -0.6065
F: 1.6201 0.8389 0.0603  -0.5673
H: 1.6497 -1.0469 2.6200  -0.2395
H: -0.4144 -0.1726 0.6000  -0.6215
F: -1.1740 -4.3193 -3.9503  -0.5779
H: 1.7849 0.5170 -4.1652  0.2816
H: -2.7566 -1.2016 -3.8017  0.0091
H: -0.8566 -1.7397 0.0712  0.3883
H: 0.3401 -0.4895 3.3015  -0.2952
H: 6.5233 -2.8432 -0.2281  0.3169
F: 3.2425 0.4224 1.8764  -0.4886
F: 3.5093 -5.7695 3.3957  -0.4823
C: 0.4459 7.9386 -1.6521  -1.6506
F: -1.4922 1.6512 4.3960  -0.4459
H: 3.3593 -2.7923 0.4680  -0.3573
O: -0.3371 -2.8034 -6.8326  -0.4302
F: 0.2540 -2.9363 -2.8065  -0.5514
H: -1.5009 1.3923 -2.5300  0.8384
H: 2.2465 0.1570 4.3728  0.2150
H: -2.4460 -0.0615 -5.2026  0.3004
C: 4.5309 -3.2957 -1.0629  0.6539
As: 3.1484 0.1419 0.2153  2.1660
As: -1.1437 1.9331 2.7515  2.1168
H: 1.7723 1.2641 -2.6412  0.0776
O: -1.5606 -0.4070 7.6954  -0.5112
F: -1.1185 3.6239 3.0168  -0.4769
N: 1.0536 -1.1856 3.4184  2.1561
O: -0.1620 -2.6085 2.1875  -0.2843
C: -0.4816 -1.7348 -6.4145  0.7585
H: 0.4981 -0.6123 -7.8856  0.3952
H: -0.5484 -1.0152 -4.3102  -0.3161
H: 1.7638 3.5423 0.1913  -0.0182
H: 0.9744 4.2467 1.6950  0.1493
C: -2.4154 -1.1211 -4.8787  -0.5706
F: 0.3847 -5.1807 -2.2165  -0.4747
C: 1.1306 1.0770 -3.4964  -0.8048
C: 0.6306 6.4739 -1.9994  0.5093
H: 0.4754 -0.9947 -0.5534  -0.7046
H: 0.8464 6.2982 -3.0787  0.2540
F: -2.7620 2.0680 2.2462  -0.4926
As: -0.9183 -4.1398 -2.2727  2.0372
F: 4.6208 -0.7602 0.1619  -0.4674
H: -4.6839 -1.9953 2.1475  0.4509
O: -1.9663 -1.1886 5.6072  -0.3162
H: 4.4668 -3.7650 1.0236  0.6593
H: 0.1204 7.9259 -0.6199  0.4270
C: 2.9155 -4.8181 0.1556  -0.4122
C: 1.6460 5.8113 -1.0591  -0.5049
H: -0.2226 1.4303 -1.3734  0.0157
H: -4.3388 -0.6332 6.4963  0.5394
H: -6.8893 1.6648 1.8564  0.3426

Force components x, y, z for each atom (eV/Å):
-0.680 -0.794 -1.401
-0.499 0.910 -0.372
1.024 1.450 -1.038
0.147 -1.379 -0.356
0.166 -1.033 1.343
0.685 0.484 0.159
-3.580 0.059 0.717
-0.898 0.761 -0.660
0.026 -0.001 -1.284
0.674 0.736 0.021
0.793 -0.567 0.061
0.719 0.221 0.716
0.125 -0.276 0.609
0.117 -0.139 -1.499
-0.179 -0.420 -0.461
0.085 0.073 -0.361
-0.930 0.261 -0.819
0.396 -0.288 -0.215
1.728 0.296 2.090
-0.069 0.476 -0.169
-0.591 -0.229 0.259
-0.041 1.941 -3.032
-0.166 0.805 0.565
0.260 0.679 -0.009
1.759 1.276 2.684
-0.115 1.243 0.629
-0.157 -0.720 0.220
-0.033 0.015 -0.052
2.199 -0.501 2.658
0.659 -1.839 0.506
-0.499 0.611 -0.252
-0.079 -0.678 0.476
1.268 0.309 -0.916
-0.343 0.122 0.222
-1.114 -0.516 0.483
0.100 0.294 0.064
0.620 -0.070 -0.377
-0.164 0.616 -0.121
-0.293 -0.532 -0.649
-0.049 0.470 -0.190
-0.023 -0.555 -0.813
-1.350 0.067 0.921
-0.963 0.061 1.768
0.547 0.818 1.172
-0.392 -0.375 0.657
-0.290 -0.062 -2.075
-0.947 0.812 0.058
0.279 0.326 0.425
0.662 0.284 0.117
0.227 0.700 0.073
-1.098 0.849 -1.248
0.304 -0.276 0.486
-1.008 -0.056 0.825
1.005 0.034 -1.280
0.224 0.417 -0.782
0.021 1.053 -0.239
-0.325 0.123 -0.201
0.537 -0.213 -0.641
-1.012 -1.226 -0.445
1.500 -0.962 0.475
0.373 0.084 -0.831
-1.958 -2.248 -0.844
-1.003 0.369 0.791
-0.046 -0.559 -0.262
0.765 -0.222 0.617
-0.247 0.497 0.147
-0.537 -1.999 1.422
0.218 -0.355 0.323
0.424 1.687 0.014
0.218 0.509 0.126
0.467 0.810 -0.503
0.333 -0.069 -0.007
0.019 0.574 -1.671
-1.006 -1.643 -0.470
0.766 0.096 -0.149
-0.991 0.000 0.061
-0.709 -0.667 -0.647
-0.509 -0.310 -0.258
-1.482 1.002 0.529
0.714 -0.274 -0.534
-0.445 -1.341 -1.588
-0.579 -0.946 -1.237
-0.331 -0.218 -0.196
0.500 0.055 -1.330
0.102 -0.295 0.230
-0.877 0.928 -0.169
-0.026 0.014 0.023
-0.308 -0.404 1.200
-0.065 0.561 0.063
0.233 -0.587 0.683
-0.561 -0.270 0.319
-1.027 0.225 0.175
0.282 -2.324 -1.164
-0.425 0.928 0.544
-1.011 0.581 -0.384
-0.836 -1.621 1.800
0.262 -0.613 0.222
1.875 -0.300 0.593
1.348 -0.611 -2.192
-0.298 0.288 0.867
-0.128 0.606 0.079
2.223 0.255 -0.713
0.438 0.424 -0.045
-0.276 -0.004 2.239
-0.655 -0.029 -0.966
0.181 2.499 1.750
-0.017 0.432 0.294
1.000 -0.248 -0.015
-0.317 0.961 0.758
0.616 0.144 -0.418
0.025 0.671 1.361
1.172 -1.484 0.004
-0.234 -0.416 0.136
0.230 0.064 -1.150
-0.503 -0.046 -0.196
0.202 0.240 0.960
-1.237 -0.478 0.315
-1.206 1.049 0.469
0.198 -0.438 0.735
0.095 -0.075 0.700
1.113 -0.258 -1.053
0.692 -0.430 0.271
-0.168 0.434 0.415
-0.641 -0.871 1.838
2.144 -0.390 -2.837
0.493 0.349 0.183
-0.242 -0.265 -2.055
0.215 0.030 1.125



No. 2
Below is a molecular structure, C21H57Br9N9O3P3 in a non-equilibrium geometry, with properties calculated with the ωB97M-V functional and the def2-TZVPD basis.

Output
- Total charge: -1
- Energy relative to the best compared isomer or geometry (same formula, charge and spin): 0.0 kJ/mol
- Kohn-Sham gap (alpha / beta): 2.9 / 7.5 eV
- 2S+1: 2
- Lowest unoccupied orbital energy (alpha / beta): 0.0566 / 0.0643 Eh
- Expectation value of S²: 0.755

Each line ends with the Mulliken charge.
Positions of all 102 atoms, in Å:
C: -0.1861 -3.7267 -4.3700  -1.1289
C: 5.2575 3.1867 2.7157  -1.0606
H: 8.3196 -0.7284 1.9268  0.3881
O: -0.7949 -1.3784 -2.3563  -0.8175
H: 7.4930 0.4605 5.3475  0.3136
C: 0.1903 2.2721 -0.7327  -0.0770
H: -3.2992 0.7960 -3.8106  0.1331
C: 2.8065 -0.4847 3.5938  -1.6784
Br: 1.4385 0.6653 -0.6902  0.0825
H: -4.0595 0.9983 4.0214  0.3604
H: -4.1698 -3.7195 3.6215  0.3472
P: 5.2241 0.6170 3.6442  0.3292
H: -4.9523 -2.5771 -2.9653  0.3182
H: 3.5619 0.9952 1.0303  -0.1108
H: 2.6921 -0.6033 4.6713  0.4537
C: -1.9698 -1.3380 0.2990  -0.6016
H: -6.0322 0.6561 0.5203  0.2762
H: 0.5581 2.9760 -1.4792  -0.0223
H: -3.5781 -3.3065 -2.2970  0.3541
Br: -1.6415 1.8766 -1.2347  0.1788
H: -2.3629 -2.3128 0.0104  0.2179
C: -1.8408 5.7708 -3.8956  -0.4346
N: 4.1808 -0.5973 3.2364  0.4583
C: 7.7619 -0.0839 4.4423  -1.0361
H: -1.3887 6.4713 -4.5977  0.4054
H: 6.2813 3.2969 3.0733  0.2724
H: -5.3963 -1.7320 5.3621  0.3585
H: 4.8967 4.4076 -3.3665  0.3297
Br: 0.2259 3.1736 1.0609  -0.0705
H: 7.5545 -1.0958 4.7905  0.3358
O: -4.9235 -2.0154 0.9749  -0.9178
C: -5.0609 1.0628 0.8020  -0.9732
H: 4.5702 2.2958 0.3308  -0.2198
H: 5.0061 3.8122 1.8592  0.3747
H: 2.4086 0.4953 3.3306  0.3853
C: -1.8744 -0.8308 -6.2600  -1.0841
H: 3.9220 -2.6772 2.9685  0.2809
P: -4.1722 -1.1554 1.9722  0.1409
C: -2.6184 -3.7238 -5.1238  -1.0083
H: -6.2502 -2.2399 3.9852  0.3615
H: -4.9736 2.2175 3.0756  0.4348
H: 0.3372 -3.5492 -3.4304  0.2653
H: -0.6319 -0.9816 2.6974  0.4227
Br: 4.8748 1.8251 -2.9297  -0.2819
N: -4.6429 0.4644 2.0133  0.3015
H: 8.8199 0.0461 4.2147  0.3897
P: -1.6410 -1.6158 -3.5541  0.6234
C: -5.5785 -1.4515 4.3247  -1.0952
C: -3.5855 -2.8753 3.9877  -1.0524
C: -1.6061 -0.5012 2.6060  -0.9714
H: -0.8847 -1.2379 0.2717  0.3461
C: 7.3234 -0.2868 1.9004  -0.9600
C: 4.7107 3.7594 -2.5101  -0.3427
C: 4.5488 1.4582 1.0279  0.0621
C: -4.2060 1.4445 3.0378  -1.0287
H: -5.3013 2.1012 1.0301  0.4723
H: -1.4584 -1.7380 -6.6981  0.2364
H: 0.3726 0.3571 -4.0607  0.2119
N: 6.8836 0.1663 3.2779  0.1904
H: -1.5309 0.5642 2.3884  0.1142
H: -4.8018 0.1959 -3.5026  0.3670
H: -0.0806 0.9042 -5.6238  0.4569
H: -3.6318 0.3856 -2.1164  -0.3021
H: 7.2631 0.5754 1.2362  0.2605
H: -1.6710 -0.0445 -6.9870  0.3988
H: -2.9497 -0.9140 -6.1023  0.3649
H: 2.1193 -1.1003 3.0134  0.5967
Br: 2.9447 4.1959 -1.8202  -0.1696
H: -4.2038 -1.8720 -1.3999  0.5371
H: -2.4445 -0.6237 -0.3737  -0.0758
N: -1.2729 -0.6656 -4.9262  0.4471
H: -3.4480 -4.1456 -4.5563  0.2692
O: 5.0455 1.1231 5.0272  -0.8874
H: -4.3486 1.0246 -0.0223  0.1651
N: 4.8732 1.8243 2.4035  0.3480
H: -2.2383 -4.5178 -5.7666  0.4090
H: 4.3054 -2.1520 4.5616  0.3732
N: -4.3385 -1.6839 3.5917  0.3854
Br: 6.2179 4.2372 -1.2852  -0.2865
N: -3.2537 -1.3041 -3.2284  0.1843
H: 5.1093 0.6566 0.5468  0.1910
H: -3.5404 -2.8641 5.0767  0.3501
H: 0.3086 -3.3375 -5.2599  0.2689
H: -3.2639 1.9404 2.8042  0.2420
H: -3.0755 -3.0355 -5.8347  0.2964
H: -1.1402 1.2971 -4.2186  0.0137
H: 6.7023 -1.0807 1.4857  0.3227
Br: -3.6335 6.4760 -3.2847  -0.1028
H: 5.6112 -2.1077 3.3400  0.3012
C: 4.5443 -1.9679 3.5142  -1.0680
C: -0.5013 0.5465 -4.6840  -0.8166
Br: -2.1196 4.0185 -4.7218  -0.0016
H: -6.0080 -0.4499 4.3471  0.2926
H: -1.9781 -0.4224 3.6275  0.3798
C: -4.0671 -2.3357 -2.3769  -1.2858
C: -3.7777 0.0728 -3.1503  -0.4973
H: -0.2988 -4.8079 -4.4496  0.4775
N: -2.5017 -1.1089 1.6419  0.4687
Br: -0.5642 5.5649 -2.4403  0.0264
N: -1.5601 -3.2331 -4.2506  0.1434
H: 4.6524 3.5778 3.5336  0.3085
H: -2.5920 -2.9679 3.5491  0.2939

Force components x, y, z for each atom (eV/Å):
-1.263 -0.683 0.021
-0.664 0.190 0.317
0.146 0.432 0.258
0.254 -0.444 -1.321
-0.112 0.778 -0.535
0.454 -0.582 0.899
0.810 -0.337 0.072
-1.353 1.987 -0.092
-1.396 1.378 -0.208
-0.277 -0.193 -0.093
0.131 -0.613 0.356
1.249 2.586 -2.483
-0.456 0.481 0.444
-0.311 0.475 -0.142
-0.342 -0.264 0.121
-1.525 -0.154 0.183
0.140 -0.325 -0.533
0.261 -0.152 0.288
0.633 0.352 0.146
0.664 0.126 0.203
0.670 -0.173 -0.366
-0.610 -0.367 0.554
0.342 -1.401 -1.131
-0.927 -1.015 -0.110
-0.438 -0.215 -0.008
0.352 0.025 -0.488
0.195 0.208 0.246
-0.094 -0.367 -0.365
0.040 -0.551 -1.165
0.662 -0.600 -0.040
1.078 1.688 1.050
-1.322 0.676 -0.629
-0.065 0.153 0.357
0.518 0.021 -0.067
0.282 0.423 0.229
0.058 -0.736 1.114
0.201 0.132 -0.456
0.437 -0.830 -0.340
0.046 -0.480 -0.096
-0.913 0.408 -0.086
-0.041 -0.010 0.274
0.173 0.347 -0.291
0.051 -0.021 -0.464
0.042 -0.632 -0.658
0.340 -0.767 2.011
-0.137 0.055 -0.155
-0.636 -0.528 -1.434
0.419 -1.582 0.222
-1.106 0.116 -0.246
-0.361 1.188 0.323
-0.233 -0.157 -0.048
-0.701 0.498 1.275
1.151 -0.146 -0.158
-0.894 -0.839 0.031
0.022 -0.573 -0.355
0.292 0.208 -0.270
-0.333 -0.203 -0.207
-0.217 -0.051 0.312
-1.273 0.146 0.440
0.879 0.178 -0.394
-0.392 -0.672 0.501
-0.245 0.166 -0.088
-0.532 0.436 -0.023
0.288 -0.157 -0.095
0.171 0.392 0.584
-0.188 -0.124 -0.544
0.459 -0.761 0.083
-1.972 0.754 0.599
-0.554 -0.430 -0.019
0.526 0.029 -0.266
0.708 0.292 0.826
-0.028 -0.098 0.177
0.543 -0.191 -0.484
0.056 -0.002 -0.051
0.666 -1.924 1.767
0.245 -0.197 0.163
0.309 -0.351 0.400
1.513 2.157 -1.287
0.780 0.473 0.604
-1.009 -1.835 -0.362
0.854 0.097 0.282
0.197 -0.286 0.004
0.388 0.102 0.106
0.129 0.025 -0.330
0.224 0.456 0.236
0.338 0.398 -0.027
-0.375 0.013 0.111
1.083 -0.203 -0.394
-0.102 -0.326 -0.042
0.651 -0.025 0.509
0.187 0.003 -0.103
0.074 0.623 -0.067
0.246 -0.105 -0.654
-0.546 -0.735 0.032
1.216 1.508 -1.560
0.492 -0.499 -0.035
0.380 -0.170 -0.203
-0.841 -0.956 1.796
0.002 0.111 -0.090
-0.633 2.343 1.453
-0.198 -0.079 0.175
-0.100 0.482 0.002



Number 1: total energy -435806.0748 eV. Number 2: total energy -700505.4097 eV.